Molecular formula: C22H19BF2N2
Method: DFT, ωB97M-V with the def2-TZVPD basis set

F_max: 0.637 eV/A
SMILES string: B(c1ccncc1)c1ccncc1.Fc1ccccc1.Fc1ccccc1
E: -32212.8989 eV

Each line ends with the natural charge from an NBO analysis.
Positions of all 46 atoms, in Å:
B -0.73636 -3.74449 -1.23962  0.70
C -0.07049 -4.87948 -2.07376  -0.35
C -0.30087 -5.07954 -3.43683  -0.23
C 0.37162 -6.10914 -4.08857  0.04
N 1.21289 -6.94805 -3.49473  -0.40
C 1.41426 -6.76523 -2.19310  0.04
C 0.82221 -5.75429 -1.44421  -0.23
C 0.18177 -2.76745 -0.44648  -0.32
C 0.23358 -2.75348 0.94948  -0.25
C 1.08379 -1.89158 1.62725  0.04
N 1.88073 -1.02150 1.00874  -0.42
C 1.83376 -1.03272 -0.31795  0.04
C 1.02809 -1.85751 -1.09181  -0.24
H -1.92124 -3.63059 -1.18704  -0.06
H -0.98649 -4.43994 -3.97121  0.22
H 0.20126 -6.25953 -5.14581  0.19
H 2.10123 -7.44470 -1.70757  0.19
H 1.03608 -5.62188 -0.39404  0.22
H -0.39175 -3.42531 1.52280  0.21
H 1.09816 -1.91062 2.70656  0.19
H 2.48485 -0.33710 -0.83124  0.19
H 1.06934 -1.79726 -2.16818  0.22
F 3.21415 4.51765 -2.87561  -0.33
C 2.23067 3.94997 -2.14796  0.40
C 0.91909 4.27791 -2.42772  -0.29
C -0.08914 3.68850 -1.67822  -0.19
C 0.22342 2.79192 -0.66523  -0.24
C 1.55105 2.48180 -0.40052  -0.19
C 2.56789 3.06043 -1.14770  -0.30
H 0.69871 4.98243 -3.21850  0.23
H -1.12290 3.93045 -1.88610  0.22
H -0.56431 2.33668 -0.08525  0.23
H 1.79647 1.78525 0.39134  0.23
H 3.60848 2.82875 -0.96244  0.23
F -2.50284 2.77191 1.20291  -0.33
C -2.44711 3.25612 2.46266  0.40
C -3.61442 3.35696 3.19126  -0.29
C -3.54878 3.85328 4.48514  -0.19
C -2.33020 4.24193 5.02475  -0.23
C -1.17081 4.13235 4.26907  -0.19
C -1.22262 3.63348 2.97566  -0.29
H -4.55321 3.05221 2.74863  0.23
H -4.45302 3.93582 5.07282  0.22
H -2.28481 4.63029 6.03324  0.22
H -0.22069 4.43786 4.68587  0.22
H -0.33149 3.53744 2.36925  0.23


Molecular formula: C5H4O2
Method: DFT, ωB97M-V with the def2-TZVPD basis set

F_max: 0.722 eV/A
SMILES string: O=C1C=CCC1=O
E: -9343.6352 eV

Each line ends with the natural charge from an NBO analysis.
Positions of all 11 atoms, in Å:
O -0.02085 -2.08930 1.24139  -0.46
C -0.08712 -1.04967 0.64167  0.50
C 0.48837 0.31309 1.02409  -0.57
C 0.45645 1.04804 -0.29294  -0.08
C -0.29249 0.45060 -1.22943  -0.31
C -0.78279 -0.85271 -0.73499  0.43
O -1.54528 -1.63660 -1.24401  -0.47
H -0.20318 0.77393 1.74286  0.25
H 1.47090 0.28286 1.50290  0.24
H 1.00998 1.96942 -0.44782  0.22
H -0.48886 0.82048 -2.22869  0.24


Molecular formula: C19H24N6O2S
Method: DFT, ωB97M-V with the def2-TZVPD basis set

F_max: 1.355 eV/A
SMILES string: CN(C)CCCNC(=S)NCCNc1nc2cc3c(cc2cc1C#N)OCO3
E: -43963.4367 eV

Each line ends with the natural charge from an NBO analysis.
Positions of all 52 atoms, in Å:
C 0.34600 3.82998 -0.08458  -0.42
N -0.43053 3.76318 1.13542  -0.45
C -1.81462 4.10811 0.87696  -0.42
H -1.93607 5.13971 0.51370  0.16
H -2.39694 3.98995 1.79041  0.19
H -2.20369 3.42381 0.12523  0.24
C 0.16407 4.54968 2.20349  -0.22
C 1.24128 3.74907 2.94105  -0.41
H 1.92398 3.31319 2.21078  0.19
H 1.81730 4.41978 3.58121  0.21
C 0.63267 2.64853 3.82379  -0.22
N -0.23760 1.73318 3.12790  -0.59
C 0.11424 0.70682 2.32686  0.31
N 1.42430 0.40379 2.20187  -0.62
C 1.92614 -0.66127 1.37204  -0.24
H 2.82080 -1.07777 1.84049  0.20
H 1.15596 -1.43364 1.31085  0.25
C 2.25848 -0.19265 -0.05666  -0.23
N 1.07851 0.13703 -0.81522  -0.59
C 0.30386 -0.85908 -1.32113  0.47
N 0.80641 -2.07058 -1.38757  -0.54
C 0.08688 -3.06874 -1.92325  0.30
C 0.67831 -4.35502 -1.96389  -0.29
C -0.05854 -5.36681 -2.49373  0.28
C -1.36752 -5.16909 -2.99408  0.22
C -1.96773 -3.95159 -2.97472  -0.22
C -1.23191 -2.87133 -2.42948  -0.17
C -1.75809 -1.57067 -2.36204  -0.05
C -1.00652 -0.55279 -1.82138  -0.27
C -1.49279 0.76252 -1.75360  0.31
N -1.85260 1.85339 -1.71277  -0.35
H -2.75420 -1.37287 -2.73271  0.22
H -2.96465 -3.80061 -3.35464  0.23
O -1.84932 -6.36348 -3.46058  -0.47
C -0.83234 -7.31223 -3.23995  0.24
O 0.27914 -6.68038 -2.64535  -0.47
H -0.53043 -7.76043 -4.20018  0.16
H -1.20530 -8.10573 -2.57229  0.16
H 1.67272 -4.49983 -1.57990  0.24
H 0.57823 0.96617 -0.52303  0.41
H 2.90585 0.68841 -0.02738  0.19
H 2.76408 -1.00442 -0.58124  0.23
H 2.10141 1.05517 2.56542  0.39
S -1.08634 -0.18218 1.60558  -0.31
H -1.20136 2.00799 3.02013  0.42
H 0.03455 3.11857 4.60867  0.21
H 1.43067 2.08116 4.31614  0.19
H 0.60546 5.48595 1.81974  0.17
H -0.61615 4.82359 2.91835  0.19
H -0.14372 3.22522 -0.84534  0.23
H 0.43836 4.85927 -0.46745  0.16
H 1.34928 3.43999 0.08806  0.18


Molecular formula: C20H24BrNO4
Method: DFT, ωB97M-V with the def2-TZVPD basis set

F_max: 0.604 eV/A
SMILES string: C#CCNC(=O)C1=C[C@H](c2ccc(Br)cc2)[C@@H](CCCO)[C@H](OCC)O1
E: -100850.2923 eV

Each line ends with the natural charge from an NBO analysis.
Positions of all 50 atoms, in Å:
C 6.60999 2.69639 0.05021  -0.22
C 5.55175 3.06737 0.46792  -0.03
C 4.24916 3.45635 0.97492  -0.31
N 3.24711 2.45719 0.67439  -0.59
C 2.13145 2.73774 -0.02742  0.64
O 1.83402 3.85217 -0.41294  -0.62
C 1.26066 1.54763 -0.27400  0.20
C 0.08518 1.67492 -0.88881  -0.22
C -0.84826 0.52188 -1.09772  -0.29
C -2.27308 0.90927 -0.79533  0.09
C -2.57005 1.59464 0.37773  -0.23
C -3.87693 1.88920 0.71619  -0.24
C -4.89608 1.48958 -0.13141  -0.08
C -4.62625 0.82612 -1.31401  -0.22
C -3.31202 0.54251 -1.63990  -0.22
H -3.10109 0.02563 -2.56441  0.22
H -5.43063 0.52731 -1.96798  0.23
Br -6.70733 1.85372 0.34791  0.04
H -4.10379 2.41728 1.62981  0.23
H -1.76832 1.90241 1.03305  0.22
H -0.78636 0.18699 -2.14130  0.22
C -0.43379 -0.63911 -0.17264  -0.24
C -1.15362 -1.94504 -0.53004  -0.40
C -1.59048 -2.74456 0.69691  -0.42
C -2.80649 -2.12000 1.37730  -0.06
O -3.89002 -2.13474 0.46967  -0.73
H -4.66524 -1.75883 0.89784  0.47
H -3.05573 -2.69876 2.27805  0.16
H -2.58842 -1.08701 1.68373  0.16
H -0.76791 -2.81358 1.40811  0.22
H -1.86841 -3.75066 0.38058  0.21
H -2.05059 -1.72421 -1.10897  0.23
H -0.49582 -2.56131 -1.14530  0.21
C 1.08716 -0.81513 -0.23706  0.41
O 1.45763 -1.83046 0.62661  -0.53
C 2.76914 -2.35029 0.44413  -0.06
C 2.83478 -3.40225 -0.65880  -0.64
H 2.61558 -2.96633 -1.63082  0.20
H 2.11267 -4.18993 -0.45988  0.21
H 3.83136 -3.83329 -0.69114  0.22
H 3.02297 -2.80236 1.40589  0.19
H 3.47127 -1.53389 0.24100  0.18
O 1.78263 0.36269 0.16759  -0.54
H 1.39047 -1.03433 -1.27948  0.14
H -0.66365 -0.35991 0.85921  0.21
H -0.21629 2.65613 -1.21733  0.25
H 3.42082 1.49976 0.93895  0.42
H 4.31461 3.61512 2.05979  0.22
H 3.91916 4.38519 0.49657  0.27
H 7.54707 2.40080 -0.31737  0.23


Molecular formula: C3H12N2OS
Method: DFT, ωB97M-V with the def2-TZVPD basis set

F_max: 2.516 eV/A
SMILES string: NCNCCS.O
E: -19167.4089 eV

Each line ends with the natural charge from an NBO analysis.
Positions of all 19 atoms, in Å:
C 0.09565 -0.78588 0.47382  -0.25
C 0.25735 -2.25348 0.27959  -0.53
S 1.80836 -2.74838 -0.47159  -0.04
N -0.08499 -0.03187 -0.85139  -0.67
C -1.39469 0.57124 -0.92999  -0.06
N -1.61008 1.73216 -0.00050  -0.85
H -0.77389 -0.49175 1.04649  0.19
H 1.04448 -0.53268 0.96491  0.19
H -0.59464 -2.64757 -0.32746  0.22
H 0.24149 -2.74792 1.22764  0.22
H 1.29545 -2.28926 -1.60124  0.13
H 0.73692 0.51916 -1.06014  0.36
H -1.59816 0.93500 -1.95572  0.20
H -1.96696 -0.27423 -0.47888  0.18
H -0.62489 2.08294 0.26369  0.36
H -1.97051 1.36461 0.85204  0.35
H 1.65273 3.21793 0.53884  0.47
H 1.85235 1.79857 0.77618  0.46
O 1.63402 2.58140 1.25369  -0.92


Molecular formula: C2H3N3O3
Method: DFT, ωB97M-V with the def2-TZVPD basis set

F_max: 8.140 eV/A
E: -12723.3573 eV

Each line ends with the natural charge from an NBO analysis.
Positions of all 11 atoms, in Å:
C -0.48290 0.39316 0.32424  0.54
C -1.21487 -0.51320 -1.51045  0.37
H 0.77511 1.83356 2.48677  0.48
H -1.88458 -0.39586 -2.44703  0.21
H 2.29484 -1.79895 -0.18171  0.24
N -0.51581 1.01966 1.46917  -0.24
N -0.07059 -0.88840 -1.48547  -0.32
N 0.40868 -0.51978 -0.27942  0.01
O 0.68215 0.68905 2.15497  -0.53
O -1.57740 0.16999 -0.53317  -0.43
O 1.58539 0.01076 0.00211  -0.34


Molecular formula: C5H12NO
Method: DFT, ωB97M-V with the def2-TZVPD basis set

F_max: 4.598 eV/A
SMILES string: CC[N@@H+]1C[C@]1(C)O
Charge: +1
E: -8908.8290 eV

Each line ends with the natural charge from an NBO analysis.
Positions of all 19 atoms, in Å:
C -0.65242 1.27896 -0.44931  -0.24
C -1.29025 0.10756 0.14651  0.42
C -2.27242 -0.71033 -0.49788  -0.70
C 2.62544 0.01960 -0.05185  -0.66
C 1.32271 0.02170 0.60556  -0.21
N 0.14502 0.12231 -0.35983  -0.39
O -1.31170 -0.06744 1.52176  -0.64
H -1.03250 1.47424 -1.39846  0.25
H -0.40109 1.99670 0.34226  0.26
H -1.81177 -1.71154 -0.63302  0.24
H -2.75181 -0.35080 -1.48075  0.26
H -3.15135 -0.94321 0.03889  0.28
H 2.85036 -0.95915 -0.45699  0.23
H 2.79516 0.80177 -0.86365  0.24
H 3.42375 0.26330 0.72697  0.27
H 1.28300 0.87606 1.32032  0.23
H 1.12052 -0.89046 1.16363  0.22
H 0.43434 -0.32675 -1.27810  0.45
H -1.32498 -1.00250 1.60395  0.48


Molecular formula: C2H5Br2PS
Method: DFT, ωB97M-V with the def2-TZVPD basis set

F_max: 4.373 eV/A
SMILES string: CCP(=S)(Br)Br
E: -162364.1865 eV

Each line ends with the natural charge from an NBO analysis.
Positions of all 11 atoms, in Å:
C -0.96730 -0.53013 -1.00400  -0.63
C -0.59769 -0.19910 0.45783  -0.74
P 1.08050 0.64439 0.66445  0.89
S 1.29102 2.84908 1.33774  -0.49
Br 2.45402 -0.51271 1.95861  -0.12
Br 2.01231 0.23187 -1.25467  -0.13
H -0.61272 -1.50609 -1.31084  0.22
H -2.06331 -0.75239 -1.07190  0.23
H -0.51260 0.16159 -1.70254  0.23
H -0.75907 -1.00896 1.19138  0.26
H -1.32515 0.62245 0.73394  0.26